# C28H21IO3PbS3

C28H21IO3PbS3 as an isolated structure (ωB97M-V/def2-TZVPD, the OMol25 dataset).

```
57
Properties=species:S:1:pos:R:3:mulliken_charge:R:1
Pb -0.436 -1.181 0.039 1.597
I -1.041 -3.449 -1.317 -0.299
O -2.206 -1.340 1.941 -0.535
C -1.259 -1.819 2.569 0.045
O -0.087 -1.947 2.070 -0.233
H -1.373 -2.167 3.603 0.449
C -4.014 5.142 -0.112 -0.424
C -3.451 4.569 -1.245 -0.700
C -2.868 3.314 -1.180 -0.088
C -2.845 2.610 0.024 0.428
C -3.440 3.183 1.148 -0.601
C -4.010 4.444 1.086 -0.571
C -2.229 1.275 0.176 -0.777
C -1.193 0.811 -0.513 -0.963
C -0.335 1.464 -1.512 0.420
C -0.248 0.961 -2.809 0.237
C 0.553 1.590 -3.749 -0.890
C 1.285 2.716 -3.395 -0.473
C 1.220 3.205 -2.099 -0.918
C 0.417 2.583 -1.157 0.233
H -4.464 6.125 -0.168 0.384
H -3.468 5.103 -2.186 0.403
H -2.438 2.876 -2.071 0.475
H -3.445 2.630 2.081 0.394
H -4.458 4.879 1.970 0.383
H -2.671 0.654 0.947 0.563
H -0.816 0.078 -3.080 0.457
H 0.613 1.197 -4.755 0.424
H 1.918 3.201 -4.127 0.410
H 1.803 4.073 -1.816 0.412
H 0.365 2.959 -0.143 0.553
O 1.568 -0.839 -0.422 -0.609
C 2.780 -0.813 0.294 2.253
C 2.882 0.475 1.101 -0.289
C 3.957 1.290 1.279 -0.472
C 3.685 2.388 2.144 -0.727
C 2.407 2.383 2.606 -0.734
S 1.533 1.040 2.002 0.189
C 3.885 -0.834 -0.741 -0.946
C 5.143 -1.347 -0.636 -0.226
C 5.932 -1.096 -1.792 -0.791
C 5.247 -0.399 -2.740 -0.537
S 3.648 -0.049 -2.246 -0.008
C 2.913 -2.003 1.223 -0.446
C 3.230 -2.025 2.547 -0.425
C 3.212 -3.339 3.093 -0.709
C 2.881 -4.280 2.169 -0.553
S 2.598 -3.588 0.631 -0.111
H 4.906 1.114 0.792 0.572
H 4.407 3.150 2.400 0.431
H 1.932 3.096 3.260 0.464
H 5.483 -1.888 0.235 0.538
H 6.952 -1.430 -1.915 0.419
H 5.595 -0.097 -3.715 0.458
H 3.457 -1.131 3.110 0.576
H 3.430 -3.567 4.127 0.415
H 2.791 -5.344 2.313 0.473
```

Output
Total energy ... -81372.9094 eV
LUMO energy ... -0.0416 Eh
Spin multiplicity ... 1
Relative energy (zero: lowest compared OMol25 entry of this formula, charge and spin) ... 0.0 kcal per mole
M ... 835.78 g mol⁻¹
Charge ... 0
Gap between HOMO and LUMO ... 7.364 eV

# C28H21N5RhS

C28H21N5RhS as an isolated structure in a non-equilibrium geometry (ωB97M-V/def2-TZVPD, the OMol25 dataset).

```
56
Properties=species:S:1:pos:R:3:mulliken_charge:R:1
Rh -1.191 -0.458 0.893 -0.415
S -1.619 -2.564 0.190 -0.220
C -0.032 -2.881 -0.490 0.577
N 0.124 -4.065 -1.079 -0.951
N 1.166 -4.343 -1.810 0.327
C 1.936 -3.583 -2.767 0.755
C 3.138 -4.143 -3.155 -0.435
C 3.952 -3.489 -4.073 -0.574
C 3.551 -2.286 -4.622 -0.549
C 2.318 -1.749 -4.259 -0.594
C 1.513 -2.388 -3.336 -0.233
N 0.981 -2.041 -0.322 -0.685
N 0.680 -0.985 0.304 0.499
C 1.784 -0.077 0.489 0.457
C 1.610 1.061 1.272 -0.010
C 2.667 1.941 1.463 -0.856
C 3.896 1.687 0.873 -0.476
C 4.063 0.553 0.089 -0.697
C 3.016 -0.329 -0.109 -0.371
H 1.355 -5.330 -1.796 0.263
H 3.454 -5.090 -2.723 0.357
H 4.900 -3.930 -4.357 0.388
H 4.176 -1.782 -5.347 0.415
H 1.977 -0.825 -4.713 0.403
H 0.541 -1.981 -3.097 0.509
H 0.662 1.242 1.751 0.259
H 2.530 2.818 2.085 0.410
H 4.723 2.370 1.027 0.398
H 5.023 0.351 -0.370 0.401
H 3.137 -1.211 -0.722 0.444
C -0.960 -0.725 5.153 -0.710
C -1.636 0.421 5.538 -0.795
C -2.189 1.261 4.574 -0.491
C -2.053 0.945 3.231 0.120
C -1.359 -0.217 2.851 0.492
C -0.819 -1.050 3.804 -0.395
C -2.590 1.759 2.124 1.765
C -3.281 2.965 2.265 -0.538
C -3.711 3.620 1.151 -0.775
C -3.465 3.103 -0.139 1.222
C -3.892 3.763 -1.315 -0.854
C -3.615 3.236 -2.538 -0.611
C -2.895 2.024 -2.638 -0.630
C -2.475 1.362 -1.518 -0.534
C -2.760 1.891 -0.241 0.178
N -2.341 1.237 0.912 -0.551
H -0.531 -1.377 5.905 0.399
H -1.736 0.665 6.587 0.412
H -2.722 2.156 4.880 0.388
H -0.288 -1.947 3.516 0.443
H -3.467 3.369 3.250 0.403
H -4.248 4.559 1.247 0.445
H -4.442 4.693 -1.225 0.410
H -3.946 3.742 -3.438 0.394
H -2.676 1.616 -3.619 0.423
H -1.934 0.438 -1.603 0.594
```

Output
Total energy ... -50662.9920 eV
LUMO energy (alpha / beta) ... -0.1658 / -0.1645 Eh
Spin multiplicity ... 1
Relative energy (zero: lowest compared OMol25 entry of this formula, charge and spin) ... 12.9 kcal per mole
M ... 562.48 g mol⁻¹
Charge ... +1
Gap between HOMO and LUMO (alpha / beta) ... 5.909 / 6.138 eV

# C28H22Cl2N8O2ReSe

C28H22Cl2N8O2ReSe as an isolated structure (ωB97M-V/def2-TZVPD, the OMol25 dataset).

```
64
Properties=species:S:1:pos:R:3:lowdin_spin:R:1
Re -1.181 0.475 -0.378 0.913
Cl -1.771 6.828 2.149 0.000
C -1.708 5.499 1.066 0.001
C -1.727 4.214 1.588 -0.001
C -1.661 3.128 0.726 0.003
N -1.681 1.766 1.083 -0.001
C -1.723 1.274 2.365 0.004
O -1.399 1.836 3.386 0.003
C -2.189 -0.156 2.338 0.007
C -2.646 -0.825 3.449 0.000
C -3.143 -2.114 3.286 0.008
C -3.163 -2.677 2.020 -0.002
C -2.673 -1.945 0.950 0.010
N -2.183 -0.712 1.111 0.013
C -1.582 3.328 -0.661 0.003
C -1.573 4.612 -1.179 0.002
C -1.632 5.697 -0.315 -0.003
Cl -1.611 7.276 -0.979 -0.001
N -1.517 2.116 -1.377 0.021
C -1.483 2.007 -2.783 0.011
O -1.743 2.873 -3.566 0.001
C -0.964 0.648 -3.191 0.017
C -0.589 0.358 -4.435 -0.032
C 0.023 -0.933 -4.703 0.001
C 0.336 -1.777 -3.720 -0.016
C -0.035 -1.490 -2.291 -0.006
N -0.783 -0.234 -2.112 -0.045
H -1.801 4.076 2.657 0.000
H -2.631 -0.324 4.408 0.000
H -3.529 -2.663 4.135 0.000
H -3.568 -3.665 1.851 0.000
H -2.681 -2.336 -0.059 0.001
H -1.533 4.782 -2.244 0.000
H -0.738 1.087 -5.219 -0.001
H 0.218 -1.214 -5.729 0.001
H 0.716 -2.760 -3.950 -0.001
H -0.697 -2.320 -1.992 -0.004
C 3.299 -2.060 -0.028 0.000
C 2.420 -1.998 -1.284 0.002
C 2.484 -3.376 -1.976 0.001
C 3.020 -0.893 -2.203 0.002
C 0.998 -1.521 -1.118 0.022
N 0.418 -0.988 -0.078 0.009
H 4.308 -2.295 -0.363 0.000
H 3.006 -2.857 0.658 0.000
H 3.364 -1.113 0.506 0.000
H 3.473 -3.799 -1.807 0.000
H 2.350 -3.308 -3.050 0.000
H 1.756 -4.079 -1.566 0.000
H 4.046 -1.183 -2.431 0.000
H 3.042 0.073 -1.695 0.000
H 2.483 -0.793 -3.144 0.000
Se 1.571 2.722 2.085 0.004
N 1.981 1.688 3.430 0.012
C 1.764 0.433 3.050 0.001
C 1.875 -0.726 3.854 -0.001
C 1.517 -1.935 3.305 -0.001
C 1.068 -2.021 1.985 0.000
N 1.017 -0.954 1.197 0.001
C 1.325 0.298 1.694 0.009
N 1.156 1.389 0.984 0.036
H 2.203 -0.639 4.882 0.000
H 1.557 -2.846 3.884 0.000
H 0.740 -2.953 1.545 0.000
```

Output
Total energy ... -137913.5993 eV
<S²> ... 0.789
LUMO energy (alpha / beta) ... -0.3045 / -0.3045 Eh
Spin multiplicity ... 2
Relative energy (zero: lowest compared OMol25 entry of this formula, charge and spin) ... 99.9 kcal per mole
M ... 838.61 g mol⁻¹
Charge ... +2
Gap between HOMO and LUMO (alpha / beta) ... 4.651 / 4.710 eV

# C28H22GeIrN2O8Se4

C28H22GeIrN2O8Se4 as an isolated structure in a non-equilibrium geometry (ωB97M-V/def2-TZVPD, the OMol25 dataset).

```
66
Properties=species:S:1:pos:R:3:mulliken_charge:R:1
Ir 1.922 1.370 0.958 1.571
Se 4.351 1.468 0.815 -0.308
Se 4.568 1.527 3.189 -0.247
Se 2.278 1.598 3.347 0.014
Se 1.867 -0.111 4.831 -0.540
O -0.814 4.114 0.240 -0.744
C -0.966 2.939 0.528 0.199
O -0.054 2.177 1.056 -0.618
C -2.335 2.281 0.287 -0.185
C -2.513 1.649 -1.115 -1.145
Ge -0.944 0.639 -1.652 1.741
C 2.232 -0.650 0.580 1.771
C 3.061 -1.176 -0.434 -0.193
C 3.781 -2.367 -0.210 -0.853
C 3.793 -2.985 1.037 -0.450
C 2.966 -2.490 2.041 -0.983
C 2.164 -1.436 1.697 -1.059
C 0.461 1.962 -1.958 0.085
C 1.811 1.893 -1.636 0.291
C 2.692 2.923 -1.956 -0.817
C 2.232 4.041 -2.629 -0.778
C 0.890 4.126 -2.969 -0.712
C 0.017 3.104 -2.630 -0.768
C -0.952 -0.496 -3.242 0.147
C -1.597 -1.732 -3.316 -0.445
C -1.551 -2.483 -4.483 -0.702
C -0.868 -2.013 -5.596 -0.439
C -0.224 -0.787 -5.537 -0.797
C -0.261 -0.039 -4.367 -0.305
H -3.086 3.062 0.409 0.548
H -2.514 1.532 1.056 -0.132
H -2.707 2.430 -1.851 0.613
H -3.381 0.989 -1.118 0.535
H 3.203 -0.676 -1.385 0.359
H 4.412 -2.757 -1.001 0.361
H 4.444 -3.834 1.212 0.350
H 2.946 -2.899 3.043 0.451
H 1.472 -1.094 2.457 0.032
H 2.226 0.998 -1.165 0.166
H 3.728 2.849 -1.653 0.295
H 2.911 4.849 -2.870 0.361
H 0.513 5.003 -3.481 0.404
H -1.028 3.216 -2.890 0.294
H -2.138 -2.104 -2.460 0.466
H -2.053 -3.443 -4.520 0.397
H -0.835 -2.603 -6.503 0.366
H 0.317 -0.413 -6.398 0.382
H 0.264 0.908 -4.334 0.264
O -2.583 -1.599 -0.375 -0.706
C -1.694 -1.129 0.308 -0.158
O -0.702 -0.403 -0.144 0.069
C -1.744 -1.302 1.796 0.625
C -1.411 -0.252 2.640 0.952
C -1.710 -0.375 3.985 -1.340
C -2.219 -1.530 4.535 -0.484
C -2.474 -2.576 3.668 -0.522
C -2.288 -2.474 2.305 -0.443
N -3.018 -3.832 4.222 1.047
O -3.243 -3.870 5.414 -0.632
O -3.210 -4.751 3.452 -0.629
N -1.523 0.797 4.871 1.220
O -1.779 0.649 6.048 -0.698
O -1.161 1.827 4.357 -0.591
H -0.957 0.655 2.253 0.781
H -2.410 -1.610 5.593 0.642
H -2.571 -3.283 1.648 0.623
```

Output
Total energy ... -369491.0819 eV
LUMO energy ... 0.0475 Eh
Spin multiplicity ... 1
Relative energy (zero: lowest compared OMol25 entry of this formula, charge and spin) ... 29.4 kcal per mole
M ... 1095.16 g mol⁻¹
Charge ... -1
Gap between HOMO and LUMO ... 5.990 eV